C29H39HgN3OSiV as an isolated structure, computed with ωB97M-V with the def2-TZVPD basis set.

Results
**Frontier orbital gap (spin up / spin down)**: 4.58 / 3.87 eV
**Highest occupied orbital energy (spin up / spin down)**: -0.5108 / -0.5107 hartree

The geometry in ORCA input format:
```
! RIJCOSX wB97M-V def2-TZVPD def2/J DEFGRID3
* xyz 2 2
N 1.396 -0.399 -0.578
C 4.204 -1.660 -0.259
O 4.952 -2.131 -1.000
Hg 3.137 -0.295 -4.008
V 0.011 0.014 -1.370
N -0.801 -1.542 -2.158
N -0.147 1.677 -2.259
C -0.356 -2.938 -2.267
C 0.303 2.998 -1.880
C 0.810 -3.085 -3.211
C -1.407 -3.879 -2.794
C 0.045 -3.445 -0.901
C 0.255 4.022 -3.030
C -0.614 3.583 -0.797
C 1.723 3.017 -1.362
H 0.535 -2.748 -4.214
H 1.059 -4.147 -3.267
H 1.706 -2.545 -2.909
H -2.283 -3.952 -2.168
H -0.985 -4.878 -2.837
H -1.727 -3.626 -3.794
H 0.951 -2.976 -0.516
H 0.210 -4.520 -0.954
H -0.742 -3.273 -0.162
H 0.621 3.530 -3.936
H 0.913 4.876 -2.795
H -0.766 4.384 -3.219
H -1.653 3.668 -1.134
H -0.306 4.589 -0.486
H -0.630 2.979 0.117
H 1.955 2.290 -0.582
H 1.889 4.026 -0.953
H 2.400 2.820 -2.203
C -1.308 1.739 -3.123
H -1.282 0.893 -3.791
H -2.343 1.814 -2.729
H -1.197 2.658 -3.725
C -2.133 -1.286 -2.643
H -2.917 -1.991 -2.300
H -2.508 -0.300 -2.371
H -2.115 -1.319 -3.744
C -0.868 4.083 3.451
C 0.365 3.861 2.834
C 0.647 2.636 2.212
C -0.341 1.634 2.077
C -1.547 1.830 2.784
C -1.809 3.048 3.441
Si 0.187 -0.013 1.134
C 1.623 -0.418 2.247
C 2.884 -0.124 1.715
C 4.046 -0.272 2.474
C 3.976 -0.763 3.776
C 2.729 -1.077 4.317
C 1.546 -0.881 3.581
C -1.214 -1.260 1.515
C -1.011 -2.417 2.298
C -2.060 -3.327 2.518
C -3.337 -3.078 2.013
C -3.566 -1.893 1.310
C -2.529 -0.974 1.089
H -1.083 5.035 3.947
H 1.129 4.642 2.854
H 1.668 2.463 1.859
H -2.275 1.021 2.881
H -2.756 3.189 3.968
H 2.954 0.229 0.684
H 5.004 0.005 2.035
H 4.900 -0.905 4.352
H 2.673 -1.481 5.333
H 0.586 -1.097 4.052
H -0.036 -2.617 2.751
H -1.867 -4.237 3.092
H -4.142 -3.800 2.171
H -4.568 -1.669 0.941
H -2.767 -0.016 0.608
*
```

A 4-piece molecular cluster, C14H38N3O2 overall, computed with ωB97M-V with the def2-TZVPD basis set.

Results
**ΔE to the lowest compared entry with this formula, charge and spin**: 0.6 kcal/mol
**Frontier orbital gap**: 5.29 eV
**Highest occupied orbital energy**: -0.0918 hartree

The geometry in ORCA input format:
```
! RIJCOSX wB97M-V def2-TZVPD def2/J DEFGRID3
* xyz -1 1
N 0.094 0.757 -0.337
H 0.485 1.749 -0.456
H 0.716 0.036 -0.730
H -0.773 0.888 -0.964
H -0.165 0.591 0.642
O 0.843 3.165 -0.995
C -0.379 3.646 -1.435
C -1.391 2.802 -2.266
O -1.821 1.536 -1.882
H -0.217 4.560 -2.054
H -0.946 4.074 -0.564
H -0.912 2.721 -3.274
H -2.288 3.435 -2.433
C 0.352 -3.245 -0.205
C 1.684 -2.615 -0.595
N 1.555 -1.416 -1.416
C 2.903 -0.924 -1.701
C 2.917 0.357 -2.532
C 0.734 -1.578 -2.610
C 1.286 -2.471 -3.716
H 0.446 -3.759 0.750
H -0.083 -3.879 -0.975
H -0.385 -2.445 -0.069
H 2.319 -2.411 0.268
H 2.266 -3.369 -1.161
H 3.412 -0.742 -0.750
H 3.524 -1.683 -2.208
H 2.636 0.139 -3.563
H 2.295 1.145 -2.100
H 3.941 0.730 -2.604
H 0.497 -0.593 -3.020
H -0.252 -1.935 -2.304
H 0.589 -2.490 -4.556
H 1.471 -3.494 -3.383
H 2.208 -2.078 -4.151
C -2.987 -0.302 0.795
C -2.464 0.779 1.722
N -1.131 0.497 2.260
C -0.574 1.704 2.857
C 0.909 1.582 3.191
C -1.049 -0.696 3.083
C -1.893 -0.657 4.360
H -3.849 0.087 0.251
H -3.367 -1.172 1.345
H -2.267 -0.616 0.042
H -2.366 1.681 1.111
H -3.188 1.016 2.516
H -1.162 2.077 3.710
H -0.590 2.498 2.104
H 1.160 0.805 3.920
H 1.274 2.498 3.658
H 1.469 1.401 2.274
H -1.327 -1.580 2.506
H -0.005 -0.838 3.364
H -1.373 -0.040 5.106
H -2.920 -0.315 4.273
H -1.863 -1.611 4.898
*
```

C17H10BF11N7O4RuS3 as an isolated structure, computed with ωB97M-V with the def2-TZVPD basis set.

Results
**ΔE to the lowest compared entry with this formula, charge and spin**: 0.0 kcal/mol
**Frontier orbital gap (spin up / spin down)**: 8.39 / 7.29 eV
**Highest occupied orbital energy (spin up / spin down)**: -0.3202 / -0.3388 hartree

The geometry in ORCA input format:
```
! RIJCOSX wB97M-V def2-TZVPD def2/J DEFGRID3
* xyz 0 2
Ru 0.135 0.840 0.153
C 0.431 5.074 -0.163
C 0.670 3.803 -0.679
N 0.195 2.881 0.160
N -0.350 3.530 1.211
C -0.218 4.851 1.033
B -1.073 2.737 2.325
N -0.080 1.711 2.911
C 0.229 1.398 4.171
C 1.099 0.314 4.160
C 1.262 0.006 2.818
N 0.545 0.860 2.083
N -2.221 1.968 1.625
C -3.544 2.028 1.805
C -4.156 1.311 0.795
C -3.106 0.824 0.021
N -1.935 1.211 0.534
H 0.695 6.019 -0.602
H 1.151 3.506 -1.595
H -0.598 5.537 1.772
H -1.484 3.468 3.177
H -0.185 1.962 4.989
H 1.546 -0.179 5.003
H 1.847 -0.765 2.337
H -3.957 2.597 2.620
H -5.208 1.163 0.633
H -3.162 0.250 -0.881
F 0.386 -4.198 -0.309
C -0.306 -3.799 0.746
F -1.295 -4.659 0.965
F 0.504 -3.787 1.808
S -0.998 -2.101 0.527
O 0.230 -1.330 0.301
O -1.749 -1.838 1.707
N -1.857 -2.244 -0.769
S -1.654 -1.389 -2.083
O -2.922 -1.139 -2.685
O -0.743 -0.267 -1.926
C -0.797 -2.503 -3.272
F -1.553 -3.564 -3.521
F -0.583 -1.839 -4.404
F 0.372 -2.897 -2.783
F 3.638 -4.146 -3.393
C 3.270 -3.001 -2.828
C 3.232 -2.890 -1.448
F 3.575 -3.927 -0.687
C 2.838 -1.696 -0.876
F 2.844 -1.615 0.459
C 2.462 -0.600 -1.642
S 2.100 0.964 -0.902
C 2.500 -0.744 -3.022
F 2.153 0.269 -3.815
C 2.905 -1.925 -3.618
F 2.925 -2.042 -4.944
*
```

C3H5LiO2Rb as an isolated structure, computed with ωB97M-V with the def2-TZVPD basis set.

Results
**Frontier orbital gap**: 4.98 eV
**Highest occupied orbital energy**: -0.3481 hartree

The geometry in ORCA input format:
```
! RIJCOSX wB97M-V def2-TZVPD def2/J DEFGRID3
* xyz 1 1
C 0.235 0.246 2.041
C 0.855 -0.957 1.831
H 0.805 1.167 1.892
H -0.578 0.308 2.769
H 1.906 -0.948 1.524
H -0.336 -0.852 -0.216
H 0.713 -1.748 2.572
O -0.987 -0.244 -0.847
C -0.330 0.667 -1.608
O -0.657 0.511 -2.820
Li 1.548 2.588 -3.980
Rb -3.175 -0.739 -3.158
*
```